ORCA calculation (ωB97M-V/def2-TZVPD) on a 4-piece molecular cluster, C29H35ClN4O17PS overall.

```
! RIJCOSX wB97M-V def2-TZVPD def2/J DEFGRID3
* xyz 1 1
C -5.3941 -1.8256 -0.5809
C -3.8744 -1.5887 -0.3561
C -3.6127 -1.6042 1.1602
Cl -4.0915 -3.2330 1.7814
N -2.2459 -1.1969 1.5326
C -1.2579 -0.9529 0.4552
C 0.0316 -1.2672 1.2471
P 1.5588 -1.4339 0.2205
O 2.7035 -0.4671 0.8945
O 2.1496 -2.9264 0.1357
S 1.2652 -0.7789 -1.5664
N -0.4952 -2.4552 1.9818
C 0.4565 -3.1921 2.8333
C 0.6439 -4.7108 2.4967
O 1.6631 -5.0756 2.1162
N -0.3942 -5.6845 2.7060
C -1.5025 -5.5575 1.7388
C -0.8439 -5.6665 4.1086
C -1.6093 -1.8933 2.5534
N -1.9869 -1.9143 3.7821
C -3.1777 -1.2189 4.2949
O -2.9116 0.1697 4.1722
O -3.1394 0.8184 5.3827
H -5.6406 -2.8829 -0.6065
H -5.9475 -1.3576 0.2398
H -5.7159 -1.3375 -1.5003
H -3.3848 -2.4805 -0.7586
H -3.5327 -0.6768 -0.8419
H -4.2974 -0.8777 1.6082
H -1.3271 0.1063 0.2289
H -1.2177 -1.6583 -0.3745
H 0.1956 -0.4796 2.0005
H 2.3584 0.0177 1.6693
H 3.0695 -2.8963 0.4555
H 0.2186 -3.1563 3.9048
H 1.4642 -2.7876 2.7344
H -1.4197 -4.6981 1.0734
H -1.5388 -6.4549 1.1141
H -2.4368 -5.5290 2.3013
H 0.0117 -5.3581 4.7215
H -1.6487 -4.9282 4.2704
H -1.1151 -6.6755 4.4138
H -1.4452 -2.4272 4.4658
H -3.3183 -1.5073 5.3332
H -4.0594 -1.4187 3.6912
H -2.4910 0.4557 6.0077
C 2.1620 5.3631 2.4024
C 1.4623 4.2309 2.2771
C 2.1366 2.9008 2.1453
O 1.4454 1.8952 2.0489
C 3.5869 2.8619 2.1276
C 4.2940 3.9951 2.2494
C 3.6211 5.3273 2.4094
O 4.3102 6.3174 2.5334
O 5.6175 4.0039 2.2359
O 0.1271 4.2208 2.2625
H 1.6860 6.3287 2.5003
H 4.0614 1.8969 2.0127
H 5.8828 4.9398 2.3414
H -0.1320 3.2866 2.1601
C 3.0762 3.1171 -2.1214
C 3.8105 3.7792 -3.0250
C 3.4042 5.1327 -3.5293
O 4.1186 5.6943 -4.3345
C 2.1602 5.7080 -3.0266
C 1.4272 5.0430 -2.1274
C 1.8494 3.7034 -1.6059
O 1.1510 3.1499 -0.7727
O 0.2834 5.5303 -1.6422
O 4.9362 3.2801 -3.5252
H 3.3580 2.1413 -1.7487
H 1.8679 6.6759 -3.4090
H -0.0457 4.8615 -1.0120
H 5.2723 3.9515 -4.1515
C -0.3460 -1.0482 -7.3805
C -1.5424 -1.1816 -6.7951
C -1.8243 -0.6037 -5.4407
O -2.9365 -0.7406 -4.9623
C -0.7459 0.0935 -4.7545
C 0.4515 0.2241 -5.3374
C 0.7276 -0.3303 -6.7024
O 1.8293 -0.1646 -7.1871
O 1.4598 0.8507 -4.7376
O -2.5487 -1.8315 -7.3783
H -0.1319 -1.4588 -8.3572
H -0.9547 0.4910 -3.7709
H 2.2124 0.8100 -5.3605
H -3.2973 -1.7827 -6.7535
*
```

Properties
- Orbital gap: 7.462 eV
- HOMO energy: -11.154 eV

---

ORCA calculation (ωB97M-V/def2-TZVPD) on one molecule with the formula C3H4FNOS.

```
! RIJCOSX wB97M-V def2-TZVPD def2/J DEFGRID3
* xyz 0 1
O 3.1788 -0.1402 0.3328
N 2.4647 0.8688 -0.2071
C 1.2104 0.7472 -0.2833
S 0.3178 -0.8267 -0.0889
C -1.2523 -0.0004 0.2292
C -2.5206 -0.3004 -0.2027
F -3.5472 0.5826 0.2051
H 2.6467 -0.7918 0.7445
H 0.6184 1.4605 -0.8627
H -1.0496 1.0597 0.8875
H -2.6846 -1.3829 -0.8640
*
```

Properties
- Relative energy (zero: lowest compared OMol25 entry of this formula, charge and spin): 428.6 kJ/mol
- SMILES: O/N=C\S/C=C/F
- Orbital gap: 9.677 eV
- HOMO energy: -9.161 eV

---

ORCA calculation (ωB97M-V/def2-TZVPD) on C17H27N3O4S as an isolated structure.

```
! RIJCOSX wB97M-V def2-TZVPD def2/J DEFGRID3
* xyz 0 1
C -7.4056 -1.3542 0.6747
C -6.2778 -0.2566 0.3985
H -6.5365 0.4628 -0.4927
H -6.3378 0.3593 1.2679
O -5.1466 -1.0398 0.0399
C -4.1368 -0.1802 0.0324
C -4.1701 1.1748 0.1241
C -2.9192 2.0055 -0.3938
C -1.7821 1.3095 -0.5735
C -1.6733 -0.1457 -0.4658
C -2.9425 -0.5883 -0.2102
H -3.0138 -1.7691 -0.3104
H -0.7564 -0.7916 -0.7451
S -0.1747 2.2402 -0.6835
O 0.6822 1.3086 -1.6297
O -0.4983 3.4495 -1.0796
N 0.3387 2.1328 0.9245
H 0.3824 1.3318 1.3836
C 1.6141 3.1847 0.9965
C 2.7189 2.4145 0.6192
C 2.8746 1.0106 1.0904
O 2.1993 0.8283 2.3612
N 3.7959 0.2656 0.6877
C 3.8545 -1.1073 1.4155
H 4.8599 -1.4257 0.6722
C 2.8257 -2.0666 0.9035
N 2.2149 -2.0730 -0.4187
C 1.1727 -2.6580 -0.7211
H 0.3141 -2.7890 0.2182
H 1.5141 -3.9056 -0.6762
H 0.6709 -2.4429 -1.6821
C 3.1628 -1.8296 -1.6050
C 3.5708 -0.2997 -1.7501
H 4.0531 -0.4003 -2.7413
C 4.3712 0.2228 -0.6710
H 4.6243 1.5448 -0.8554
H 5.4060 -0.2049 -0.8138
H 2.5986 0.2280 -1.5898
H 4.0861 -2.3342 -1.2259
H 2.6498 -2.1060 -2.2914
H 3.1601 -3.2094 1.2320
H 1.7905 -1.8129 1.8552
H 3.8550 -1.0656 2.3561
H 3.5897 2.8351 0.7025
H 2.5018 2.2914 -0.6407
H 1.5055 3.9605 0.5305
H 1.7064 3.1466 2.1752
H -2.7373 2.9153 -0.2626
H -4.9620 1.9525 0.0114
H -7.3189 -1.9010 1.4955
H -8.4137 -0.8748 0.7053
H -7.4611 -1.9433 -0.3444
*
```

Properties
- Relative energy (zero: lowest compared OMol25 entry of this formula, charge and spin): 1899.6 kJ/mol
- Orbital gap: 8.396 eV
- HOMO energy: -7.761 eV

---

ORCA calculation (ωB97M-V/def2-TZVPD) on C17H25GaI2NO3S2Ti as an isolated structure.

```
! RIJCOSX wB97M-V def2-TZVPD def2/J DEFGRID3
* xyz 4 2
I 3.3557 1.3914 0.7865
I 5.7868 1.1090 -0.2364
Ti 0.8996 0.6555 -1.1921
Ga -0.6264 -1.6054 -0.5281
S 1.9093 2.6697 -1.8238
S 1.4658 -1.2608 0.1507
C -1.4337 0.2284 -1.0044
C 1.0660 4.2898 -1.4112
C 2.6461 -2.9379 -0.2420
C 1.4212 5.1839 -2.5983
C -0.4338 4.1166 -1.2545
C 1.6591 4.8963 -0.1577
C 4.0780 -2.4639 -0.3466
C 2.1695 -3.6055 -1.5149
C 2.3903 -3.7617 1.0103
C -0.9896 0.7820 -2.3153
C 1.2921 -0.2449 -2.8732
O -2.5281 0.5520 -0.5306
O -1.6459 1.0621 -3.2605
O 1.6860 -0.7227 -3.8681
H 1.1833 4.7164 -3.5588
H 2.4951 5.3982 -2.5705
H 0.8816 6.1345 -2.5258
H -0.9067 3.6033 -2.0953
H -0.8934 5.1080 -1.1463
H -0.6841 3.5436 -0.3577
H 1.3303 4.4056 0.7551
H 1.3481 5.9431 -0.1025
H 2.7441 4.8670 -0.1967
H 4.7318 -3.3326 -0.5131
H 4.4174 -1.9635 0.5631
H 4.2386 -1.7698 -1.1789
H 2.7209 -4.5530 -1.6298
H 2.3692 -2.9819 -2.3959
H 1.0938 -3.8439 -1.4913
H 2.9184 -4.7193 0.9466
H 1.3236 -3.9846 1.1528
H 2.7708 -3.2383 1.8968
C -4.4913 -4.7129 3.2853
C -3.5259 -3.9659 2.3929
C -3.4887 -2.5724 2.4504
C -2.6274 -1.8845 1.6155
N -1.7906 -2.5596 0.7900
C -1.8154 -3.9174 0.7052
C -2.6651 -4.6455 1.5272
H -4.4195 -4.3443 4.3219
H -5.5421 -4.5763 2.9727
H -4.2933 -5.7952 3.2914
H -4.1306 -2.0197 3.1349
H -2.6032 -0.7974 1.5652
H -1.1611 -4.3908 -0.0315
H -2.6510 -5.7329 1.4832
*
```

Properties
- Relative energy (zero: lowest compared OMol25 entry of this formula, charge and spin): 425.3 kJ/mol
- Orbital gap (alpha / beta): 5.260 / 4.998 eV
- HOMO energy (alpha / beta): -21.191 / -21.114 eV

---

In the order shown, the computed electronic energy values come out to -3823.57004; -744.60232; -1526.73152; -5107.54486 Ha.